ORCA calculation (ωB97M-V/def2-TZVPD) on a 2-piece molecular cluster, C43H46N2OP overall at a distorted geometry.

Atoms and positions in Å:
C 5.8402 2.8592 5.0202
C 4.7193 2.2895 4.2170
C 4.9706 1.5175 3.0901
C 3.9325 0.9520 2.3681
C 2.6310 1.1548 2.7694
P 1.3084 0.2913 1.8867
C 1.3981 -1.2949 2.7557
C 0.5261 -2.2965 2.3914
C 0.4977 -3.4801 3.1108
C 1.3389 -3.6752 4.1986
C 1.2693 -4.9289 5.0051
C 2.2276 -2.6649 4.5343
C 2.2523 -1.4854 3.8188
C -0.1036 0.9965 2.7723
C -0.5822 2.2232 2.3685
C -1.5944 2.8375 3.0879
C -2.1367 2.2343 4.2153
C -3.1914 2.9201 5.0175
C -1.6573 0.9886 4.5919
C -0.6476 0.3792 3.8761
C 2.3683 1.9336 3.8739
C 3.4009 2.5001 4.5921
H 5.4706 3.4235 5.8796
H 6.4794 2.0607 5.4014
H 6.4569 3.5322 4.4210
H 5.9894 1.3645 2.7801
H 4.1343 0.3391 1.5033
H -0.1434 -2.1433 1.5589
H -0.1818 -4.2659 2.8315
H 1.9865 -4.9160 5.8292
H 0.2742 -5.0478 5.4377
H 1.4815 -5.8085 4.3938
H 2.9082 -2.8001 5.3567
H 2.9385 -0.7080 4.1048
H -0.1535 2.7044 1.5025
H -1.9747 3.7942 2.7758
H -3.4977 2.3170 5.8753
H -2.8189 3.8717 5.4012
H -4.0812 3.1206 4.4172
H -2.0789 0.4871 5.4454
H -0.2796 -0.5809 4.1919
H 1.3528 2.0967 4.1889
H 3.1774 3.1152 5.4461
C -3.1949 -2.2665 -6.0464
N -2.6916 -1.2488 -5.1394
C -3.4565 -0.1557 -4.8010
O -4.5751 0.0881 -5.1999
C -2.6305 0.6739 -3.8288
C -3.3370 0.8080 -2.4796
C -4.6652 1.5019 -2.5549
C -5.8334 0.8406 -2.2032
C -7.0583 1.4660 -2.3094
C -7.1305 2.7642 -2.7688
C -5.9778 3.4385 -3.1124
C -4.7542 2.8118 -3.0001
N -1.3036 -0.0055 -3.6985
C -0.2429 0.4602 -2.9758
C 0.9568 -0.2105 -2.8919
C 2.0680 0.2004 -2.1852
C 3.2856 -0.5367 -2.1425
C 4.3868 -0.0477 -1.4145
C 5.5678 -0.7481 -1.3753
C 5.6943 -1.9481 -2.0532
C 4.6279 -2.4509 -2.7767
C 3.4428 -1.7614 -2.8248
C -1.3273 -1.2561 -4.5375
C -1.1768 -2.4992 -3.6673
C -0.3078 -1.1680 -5.6684
H -4.2203 -2.0326 -6.3214
H -2.5931 -2.3039 -6.9518
H -3.1767 -3.2429 -5.5673
H -2.4659 1.6640 -4.2734
H -3.4724 -0.1919 -2.0567
H -2.6929 1.3385 -1.7741
H -5.7820 -0.1766 -1.8556
H -7.9596 0.9411 -2.0356
H -8.0872 3.2502 -2.8654
H -6.0327 4.4543 -3.4707
H -3.8553 3.3375 -3.2708
H -0.3516 1.3939 -2.4558
H 1.0389 -1.1340 -3.4258
H 2.0166 1.1254 -1.6395
H 4.2950 0.8947 -0.9021
H 6.4033 -0.3557 -0.8218
H 6.6231 -2.4904 -2.0242
H 4.7233 -3.3824 -3.3101
H 2.6289 -2.1681 -3.3979
H -1.9921 -2.5441 -2.9463
H -1.2081 -3.3997 -4.2775
H -0.2443 -2.5105 -3.1099
H -0.5376 -0.3097 -6.2988
H 0.7115 -1.0515 -5.3117
H -0.3434 -2.0642 -6.2841

Gap between HOMO and LUMO in Ha: 0.1973
Maximum force in eV Å⁻¹: 3.3
Molar mass in g mol⁻¹: 637.828
HOMO level in eV: -10.00
Energy in eV: -59648.6405
LUMO in eV: -4.6
Charge: +1

***

ORCA calculation (ωB97M-V/def2-TZVPD) on a 2-piece molecular cluster, C3H10O overall at a distorted geometry.

Atoms and positions in Å:
C 0.0000 0.0000 0.0000
C -0.7727 -1.2333 2.1772
C 0.2060 -1.1715 0.9391
H 0.8037 0.0035 -0.7555
H 0.0150 0.9650 0.5341
H -0.9689 -0.1007 -0.5175
H -0.4059 -1.9908 2.8902
H -1.8008 -1.4994 1.8792
H -0.7957 -0.2543 2.6847
H 1.2392 -1.0495 1.3174
H 0.1677 -2.1163 0.3635
O -2.7353 -4.2183 4.6468
H -2.5965 -4.4704 3.7059
H -3.3262 -4.9180 5.0066

Gap between HOMO and LUMO in Ha: 0.4498
ΔE to the lowest compared entry with this formula, charge and spin in eV: 0.093
Maximum force in eV Å⁻¹: 1.2
Molar mass in g mol⁻¹: 62.112
HOMO level in eV: -11.37
Energy in eV: -5320.5197
LUMO in eV: 0.9

***

ORCA calculation (ωB97M-V/def2-TZVPD) on C32H56BeBrFN2O6P2Si as an isolated structure at a distorted geometry.

Atoms and positions in Å:
Be 0.6872 0.8534 -1.6171
N 4.6086 -1.1133 -2.6706
C 3.6024 0.0122 -2.8441
C 3.9567 0.7711 -4.1233
P 3.4814 1.0674 -1.3085
O 4.3334 0.0484 -0.3226
O 4.1498 2.3684 -1.3822
O 2.0449 0.9559 -0.8107
P 2.0485 -1.0217 -2.9601
O 2.2426 -1.8709 -1.5895
O 2.3011 -1.9221 -4.1018
O 0.7726 -0.2164 -2.8236
H 5.5623 -0.8243 -2.8689
H 4.2746 -1.8509 -3.3214
H 4.5377 -1.4539 -1.7060
H 4.3978 1.7366 -3.8772
H 3.0770 0.9459 -4.7352
H 4.6597 0.1952 -4.7276
H 4.5890 0.5474 0.4680
H 1.6310 -1.5433 -0.9026
C -2.8057 1.8578 -3.6707
C -3.1812 0.9978 -2.4612
C -2.6291 -0.4222 -2.6187
C -2.8199 1.6023 -1.1082
C -3.8621 1.6894 -0.1849
C -3.6806 2.2175 1.0803
C -2.4191 2.6367 1.4617
C -1.3450 2.5583 0.5832
C 0.0301 2.9947 1.0624
C 0.1411 4.5208 1.1680
C 0.3805 2.3534 2.4089
C -1.5484 2.0644 -0.7220
N -0.4397 2.0713 -1.6291
C -0.2799 3.2799 -2.2852
C -1.1788 4.3623 -2.1907
C -0.9870 5.5345 -2.9022
C 0.0964 5.6964 -3.7513
C 0.9996 4.6517 -3.8769
C 0.7866 3.5025 -3.1582
F 1.6516 2.4644 -3.3412
H -3.2839 1.4587 -4.5680
H -1.7304 1.8579 -3.8336
H -3.1366 2.8880 -3.5354
H -4.2720 0.9149 -2.4602
H -1.5537 -0.4003 -2.7786
H -3.0832 -0.9098 -3.4845
H -2.8446 -1.0202 -1.7312
H -4.8496 1.3509 -0.4777
H -4.5178 2.3021 1.7622
H -2.2714 3.0465 2.4538
H 0.7686 2.6557 0.3378
H -0.5841 4.9140 1.8848
H -0.0342 4.9914 0.2030
H 1.1432 4.7979 1.5024
H -0.2475 2.7368 3.2151
H 1.4198 2.5701 2.6645
H 0.2551 1.2700 2.3604
H -2.0356 4.2675 -1.5389
H -1.7053 6.3378 -2.7930
H 0.2286 6.6099 -4.3141
H 1.8595 4.7229 -4.5300
C 2.5423 -2.7215 1.9176
C 1.4009 -2.1335 2.7596
C 1.4108 -2.8449 4.1231
C 1.7218 -0.6456 2.9708
Si -0.3235 -2.3688 1.9175
Br -0.4142 -0.6289 0.2388
C -1.8299 -1.9047 3.0334
C -2.1855 -3.0803 3.9577
C -3.0668 -1.5309 2.1981
C -1.5090 -0.6808 3.9055
C -0.5404 -4.0231 0.9501
C -1.9916 -4.2020 0.4784
C 0.3341 -4.0760 -0.3107
C -0.1752 -5.2066 1.8611
H 3.4889 -2.5463 2.4376
H 2.6125 -2.2451 0.9408
H 2.4383 -3.7978 1.7781
H 2.4025 -2.7482 4.5734
H 1.1925 -3.9108 4.0270
H 0.6910 -2.4092 4.8172
H 2.6899 -0.5590 3.4743
H 0.9797 -0.1433 3.5893
H 1.7864 -0.1126 2.0205
H -2.5597 -3.9386 3.3989
H -2.9743 -2.7686 4.6475
H -1.3303 -3.4055 4.5544
H -3.4203 -2.3536 1.5806
H -2.8618 -0.6783 1.5496
H -3.8764 -1.2498 2.8775
H -0.7086 -0.8796 4.6187
H -2.4004 -0.4096 4.4777
H -1.2367 0.1784 3.2894
H -2.3184 -3.3526 -0.1246
H -2.6817 -4.3334 1.3115
H -2.0535 -5.0988 -0.1442
H 0.0052 -3.3415 -1.0468
H 0.2377 -5.0663 -0.7655
H 1.3895 -3.9084 -0.1071
H -0.7590 -5.2080 2.7838
H 0.8833 -5.2049 2.1262
H -0.3821 -6.1424 1.3350

Gap between HOMO and LUMO in Ha: 0.2546
ΔE to the lowest compared entry with this formula, charge and spin in eV: 1.022
Maximum force in eV Å⁻¹: 1.6
Molar mass in g mol⁻¹: 762.756
HOMO level in eV: -6.97
Energy in eV: -148987.4164
LUMO in eV: 0.0

***

ORCA calculation (ωB97M-V/def2-TZVPD) on C5H8S2 as an isolated structure at a distorted geometry.

Atoms and positions in Å:
C -1.9399 1.6607 1.0833
C 0.7377 0.6668 0.0246
C 1.7636 -1.8086 -0.0297
C -0.2190 0.0416 -0.9805
C -0.9498 -0.5153 -1.7170
H -2.3035 1.0126 0.2051
H -2.3398 1.1885 2.4030
H -2.1650 2.9898 1.0549
H 1.5950 0.8709 -0.7591
H 2.1939 -2.6609 0.5509
H 1.0318 -2.4042 -0.6789
H 2.8056 -1.5154 -0.4620
H -1.4803 -0.6430 -2.7817
S 0.0679 1.8092 0.9792
S 1.2016 -0.6925 1.1078

Gap between HOMO and LUMO in Ha: 0.3393
ΔE to the lowest compared entry with this formula, charge and spin in eV: 6.708
Maximum force in eV Å⁻¹: 7.6
Molar mass in g mol⁻¹: 132.253
HOMO level in eV: -8.65
Energy in eV: -26978.4494
LUMO in eV: 0.6

***

ORCA calculation (ωB97M-V/def2-TZVPD) on C5H13N2 as an isolated structure at a distorted geometry.

Atoms and positions in Å:
C 1.3763 1.4483 -0.7711
C -0.1015 1.2734 -1.0637
C -1.1014 1.8029 -0.3052
C -0.7909 0.7250 0.7755
C -1.2171 -0.5682 0.5648
N -1.3227 -1.6830 1.3334
N 1.8816 -2.1984 0.0268
H 2.0213 1.5223 -1.7353
H 1.2039 2.5218 -0.5690
H 1.6544 0.9637 0.1224
H -0.3262 0.3625 -1.7280
H -1.1087 2.7890 0.1764
H -2.1237 1.7455 -0.8242
H -0.6579 1.1926 1.7885
H -1.8859 -0.5591 -0.3692
H -0.8520 -1.7506 2.2231
H -2.0887 -2.2433 1.3521
H 2.5512 -2.1303 -0.7287
H 1.0041 -1.9077 -0.3431
H 1.8840 -3.3065 0.0743

Gap between HOMO and LUMO in Ha: 0.3134
ΔE to the lowest compared entry with this formula, charge and spin in eV: 5.213
Maximum force in eV Å⁻¹: 6.4
Molar mass in g mol⁻¹: 101.173
HOMO level in eV: -13.57
Energy in eV: -8365.5971
LUMO in eV: -5.0
Charge: +1